The following is a quantum chemistry calculation of a cluster of 10 separate species, C5H30O10 in total, from the Open Molecules 2025 dataset.

Each line ends with the natural charge from an NBO analysis.
Cartesian coordinates (Å):
C1 -1.44858 0.23982 -0.43235  -0.11
O1 -1.28001 -0.02210 0.88948  -0.44
C2 -0.45965 -0.56951 -1.33343  -0.33
C3 -0.63510 -2.10184 -1.08391  -0.23
C4 0.68813 -2.82969 -0.75089  -0.61
C5 -1.10943 -2.67984 -2.44281  -0.61
H1 -1.34582 1.32695 -0.63376  0.34
H2 -2.45899 0.00716 -0.79314  0.23
H3 -1.86838 -0.71172 1.35588  0.53
H4 0.57631 -0.31158 -1.10847  0.23
H5 -0.65178 -0.37918 -2.38171  0.26
H6 -1.31260 -2.35312 -0.27060  0.21
H7 1.34340 -2.23201 -0.11694  0.20
H8 0.41490 -3.75849 -0.24689  0.23
H9 1.24850 -3.16831 -1.62014  0.23
H10 -0.24365 -2.70312 -3.10980  0.22
H11 -1.81781 -2.03096 -2.95851  0.22
H12 -1.40504 -3.72118 -2.38846  0.24
H13 -1.59044 3.12038 -3.24903  0.48
H14 -1.14639 3.77617 -2.09152  0.49
O2 -1.92557 3.26549 -2.34757  -0.96
H15 4.68504 0.69992 1.68198  0.49
H16 3.12680 0.28668 1.77085  0.51
O3 3.78328 0.93040 1.43609  -1.01
H17 -0.16833 2.42441 0.53810  0.47
H18 0.92154 2.93683 -0.28283  0.50
O4 -0.04565 2.97613 -0.24279  -0.94
H19 -3.32816 2.09932 0.44045  0.45
H20 -2.98983 2.74134 -0.91182  0.50
O5 -3.70818 2.30993 -0.41934  -0.91
H21 -1.68892 -1.98575 2.76957  0.53
H22 -3.30272 -1.94002 2.46795  0.51
O6 -2.48882 -1.44935 2.60765  -0.96
H23 0.82044 -0.52156 1.24926  0.48
H24 1.06128 0.22444 2.55501  0.50
O7 1.50191 -0.35679 1.91580  -0.96
H25 4.52967 2.22356 -0.96059  0.48
H26 3.23718 1.93308 -0.31483  0.47
O8 3.59757 2.44011 -1.01889  -0.95
H27 0.47318 -2.73932 2.67668  0.49
H28 -0.11730 -4.14213 2.65215  0.50
O9 -0.36167 -3.21379 2.54209  -0.98
H29 2.80657 2.74213 1.51241  0.50
H30 2.11281 3.99132 0.95234  0.48
O10 1.97031 3.22582 1.49729  -0.98

Its spin multiplicity is 2. The charge is +1. The expectation value of S² is 0.75. The value obtained for the HOMO-LUMO gap (spin up / spin down) is 11.1 / 5.1 eV. The total energy is -960.540687 hartree.

***

The following is a quantum chemistry calculation of a cluster of 12 separate species, C5H30O12 in total, from the Open Molecules 2025 dataset.

Each line ends with the natural charge from an NBO analysis.
Cartesian coordinates (Å):
C1 0.06742 -0.35892 1.47768  -0.41
C2 0.19411 -0.74287 0.24702  -0.26
C3 -0.08579 -0.07724 -1.06177  0.26
O1 -1.29595 0.42396 -1.20130  -0.74
C4 0.85251 0.13097 -1.99848  -0.24
C5 0.67809 0.78303 -3.31537  -0.65
H1 -0.40364 0.63130 1.75579  0.22
H2 0.44003 -1.01233 2.26688  0.21
H3 0.48119 -1.77497 -0.06634  0.22
H4 -2.02865 -0.06814 -0.77144  0.53
H5 1.88544 -0.29480 -1.61515  0.19
H6 -0.27098 1.25561 -3.35251  0.23
H7 1.55503 1.46373 -3.48201  0.20
H8 0.63906 0.02274 -4.05514  0.23
O2 -1.07979 2.54927 2.45539  -0.96
H9 -0.35713 3.00502 2.26668  0.47
H10 -1.81379 2.49597 1.93944  0.51
O3 -2.40022 -0.16808 3.14233  -0.94
H11 -1.95694 0.74478 3.21922  0.50
H12 -1.57903 -0.67235 3.12488  0.48
O4 -3.13163 -0.45824 0.74813  -1.01
H13 -3.16070 -1.21369 0.26552  0.48
H14 -3.00124 -0.45017 1.66357  0.50
O5 2.22259 2.11444 -0.58361  -0.99
H15 2.15434 2.56449 -1.42094  0.48
H16 1.88625 2.79019 0.01144  0.50
O6 -0.76263 -3.36992 -2.03861  -1.00
H17 -0.99083 -4.04745 -1.35179  0.46
H18 0.24501 -3.20537 -1.94852  0.51
O7 2.38774 -2.36576 1.20109  -1.03
H19 2.68614 -2.15045 2.14034  0.47
H20 2.36162 -1.31033 1.05036  0.52
O8 0.62829 3.77858 0.62726  -0.97
H21 -0.19148 3.48420 0.25212  0.52
H22 0.64068 4.04547 1.47317  0.46
O9 -2.79694 -2.82652 -0.34948  -0.95
H23 -2.34972 -3.08888 -1.12943  0.50
H24 -2.18482 -2.64303 0.27737  0.46
O10 2.96352 0.20379 1.06579  -0.97
H25 3.84938 0.56728 1.22954  0.48
H26 2.62398 0.87383 0.46555  0.51
O11 -1.69266 2.77446 -0.03723  -1.01
H27 -2.15171 2.95401 -0.90993  0.49
H28 -1.51127 1.79219 -0.29573  0.51
O12 1.84293 -3.40314 -1.33229  -0.96
H29 1.95947 -2.44503 -1.69711  0.48
H30 1.95274 -3.30163 -0.35239  0.52

Its spin multiplicity is 1. As for the structure (SMILES): C=C/C(O)=C/C.O.O.O.O.O.O.O.O.O.O.O. The value obtained for the HOMO-LUMO gap is 8.8 eV. The total energy is -1111.242322 hartree.

***

The following is a quantum chemistry calculation of a cluster of 10 separate species, C5H31N2O10 in total, from the Open Molecules 2025 dataset.

Each line ends with the natural charge from an NBO analysis.
Cartesian coordinates (Å):
N1 1.04704 1.30712 2.33551  -0.73
C1 0.76174 0.89764 0.92338  -0.10
C2 0.87220 2.07142 -0.06149  -0.25
C3 2.33761 2.43619 -0.34806  -0.66
C4 -0.01724 3.26720 0.22759  -0.62
C5 1.71595 -0.23779 0.52211  0.61
N2 1.42417 -0.92515 -0.57365  -0.70
O1 2.73119 -0.47170 1.20196  -0.07
H1 1.89046 1.88170 2.32234  0.44
H2 1.24292 0.52678 2.97743  0.48
H3 0.19517 1.66970 2.82381  0.51
H4 -0.26330 0.51429 0.88050  0.31
H5 0.38147 1.69728 -0.97703  0.26
H6 2.38854 3.48194 -0.63553  0.27
H7 2.76937 1.93072 -1.22706  0.24
H8 3.04137 2.04328 0.39124  0.20
H9 -1.04294 2.96381 0.45794  0.23
H10 0.35054 3.80233 1.11181  0.20
H11 -0.10895 3.96764 -0.59599  0.28
H12 0.50579 -0.83109 -1.03734  0.48
H13 2.12679 -1.42364 -1.13177  0.48
H14 -1.92001 2.21654 4.15625  0.52
H15 -1.25296 3.33497 3.26014  0.50
O2 -1.22590 2.40876 3.51847  -0.98
H16 -1.44099 -4.76415 1.27087  0.50
H17 -2.71742 -4.10859 0.87063  0.49
O3 -1.82319 -4.26950 0.53535  -0.97
H18 -0.47050 -3.97394 -2.12956  0.48
H19 -1.71454 -4.38637 -1.26527  0.50
O4 -1.39149 -3.77447 -1.95284  -0.98
H20 -1.69800 -0.22600 -2.43349  0.53
H21 -1.38597 -1.45786 -1.61442  0.49
O5 -0.94679 -0.67042 -1.96180  -1.01
H22 0.83000 1.78127 -2.47879  0.45
H23 0.15894 2.00956 -3.85034  0.50
O6 0.10119 2.22075 -2.91114  -0.94
H24 -1.84622 -2.27221 0.08755  0.50
H25 -0.80803 -1.89682 0.97075  0.45
O7 -1.72347 -1.62627 0.80338  -0.95
H26 2.57815 -4.09988 -0.99864  0.50
H27 2.09276 -3.58102 -2.40012  0.50
O8 2.05334 -3.42991 -1.44902  -0.99
H28 -3.40430 0.94149 -3.54972  0.50
H29 -2.46998 1.65073 -2.59846  0.48
O9 -2.46488 1.02826 -3.33761  -0.94
H30 -0.87642 -1.21606 2.62336  0.50
H31 -0.39869 -1.47684 4.00849  0.51
O10 -0.18451 -0.93168 3.23830  -1.00

Its spin multiplicity is 2. The charge is +2. The expectation value of S² is 0.76. The value obtained for the HOMO-LUMO gap (spin up / spin down) is 9.6 / 4.5 eV. The total energy is -1070.370867 hartree.

***

The following is a quantum chemistry calculation of a cluster of 10 separate species, C5H31N3O9 in total, from the Open Molecules 2025 dataset.

Each line ends with the natural charge from an NBO analysis.
Cartesian coordinates (Å):
H1 -4.15528 0.81464 -0.51414  0.36
N1 -3.19491 0.37599 -0.54746  -0.80
C1 -2.99576 -0.88102 -0.20867  0.31
N2 -1.66204 -1.31498 -0.37405  -0.64
C2 -1.10575 -2.36154 0.39526  -0.26
C3 0.18456 -2.18666 1.30824  -0.43
C4 1.35543 -1.40754 0.68240  -0.05
C5 2.73106 -2.03162 0.99067  -0.62
N3 1.40633 -0.04636 1.24117  -0.86
H2 -3.59218 -1.73744 -0.09064  0.18
H3 -0.91947 -0.61532 -0.54328  0.37
H4 -1.75824 -2.78332 1.12922  0.26
H5 -0.97024 -3.29594 -0.26997  0.16
H6 0.48066 -3.22905 1.44912  0.21
H7 -0.02528 -1.91318 2.40455  0.22
H8 1.16378 -1.44320 -0.45055  0.16
H9 2.64622 -3.08117 0.62658  0.21
H10 3.13638 -1.70296 1.90045  0.23
H11 3.49012 -1.51989 0.34177  0.21
H12 1.17908 -0.13413 2.20582  0.37
H13 0.70799 0.57716 0.78565  0.37
O1 3.55714 0.55987 -2.64633  -0.94
H14 3.59060 -0.33672 -2.61853  0.46
H15 2.98556 0.78325 -1.99440  0.48
O2 0.20948 2.55021 0.24028  -0.99
H16 0.92939 3.14964 -0.21260  0.51
H17 0.24237 1.98551 -0.59107  0.48
O3 1.44095 2.05926 -4.26176  -0.95
H18 1.98814 1.28590 -4.40602  0.49
H19 0.63093 1.64478 -4.60638  0.49
O4 2.35400 2.74028 -1.84027  -1.01
H20 3.18623 3.32389 -1.87657  0.48
H21 2.16365 2.48449 -2.76746  0.51
O5 -3.81191 1.94542 -2.47189  -0.98
H22 -4.15429 1.02071 -2.34451  0.48
H23 -3.19683 2.27887 -1.73824  0.50
O6 -2.43733 -1.98889 2.83594  -0.97
H24 -1.75547 -1.26899 2.90116  0.50
H25 -3.23436 -1.34122 2.87975  0.47
O7 -0.58984 0.05744 3.75061  -1.02
H26 -0.56129 0.97549 3.40316  0.50
H27 -0.10864 0.01578 4.57827  0.48
O8 0.10363 -0.42909 -2.46324  -0.95
H28 -0.72359 -0.06389 -2.17487  0.48
H29 0.18175 -1.32746 -2.07428  0.48
O9 -0.38415 2.50263 3.10305  -0.94
H30 -1.06998 2.81296 2.49118  0.49
H31 0.36139 2.49742 2.44287  0.51

Its spin multiplicity is 1. As for the structure (SMILES): [H]/N=C/NCC[C@H](C)N.O.O.O.O.O.O.O.O.O. The value obtained for the HOMO-LUMO gap is 9.3 eV. The total energy is -1050.411197 hartree.